{"formula": "C10H21Cl2OPPt", "method": "ωB97M-V/def2-TZVPD", "species": ["Pt", "Cl", "Cl", "C", "H", "H", "C", "C", "H", "C", "H", "C", "H", "H", "C", "H", "H", "C", "H", "H", "H", "H", "C", "P", "C", "C", "O", "H", "H", "H", "H", "H", "H", "H", "H", "H"], "xyz": [[-1.1597, -1.0328, 0.5281], [-1.9491, 0.0556, -1.4244], [0.2841, -1.2018, 2.3340], [-2.8233, -0.8495, 1.5166], [-2.8490, -1.4204, 2.4848], [-3.6171, -1.2729, 0.8784], [1.4073, -1.9308, -0.9719], [0.2356, -2.3537, -0.5371], [2.1407, -1.5960, -0.2344], [-0.7863, -3.0020, -1.4983], [-0.0427, -2.7169, 0.4893], [-0.3444, -2.9501, -2.9441], [-1.1796, -3.9994, -1.2226], [-1.6838, -2.3555, -1.3749], [0.4493, -1.6566, -3.2765], [0.2907, -3.8318, -3.1087], [-1.2420, -2.9901, -3.5842], [1.6394, -1.4625, -2.3704], [0.8185, -1.6216, -4.3063], [-0.1966, -0.7875, -3.1405], [2.5289, -1.9991, -2.7569], [1.9353, -0.4016, -2.2216], [0.9996, 2.9845, 2.4260], [-0.1737, 2.4725, 1.1446], [-1.5841, 1.9312, 2.1587], [-0.6972, 3.9698, 0.2780], [0.3998, 1.4355, 0.2153], [0.5274, 3.6345, 3.1716], [1.8303, 3.5144, 1.9480], [1.3615, 2.0729, 2.9145], [-2.1241, 2.7855, 2.5815], [-2.2618, 1.2951, 1.5724], [-1.1874, 1.3029, 2.9616], [0.1980, 4.5347, -0.0084], [-1.2470, 3.6631, -0.6188], [-1.3371, 4.6159, 0.8911]], "forces_ev_per_angstrom": [[0.8, 2.4, -1.0], [0.1, 0.5, 0.0], [0.9, 0.4, 0.9], [-2.3, -2.8, 1.7], [0.1, 1.1, -0.4], [-0.2, 0.8, 0.0], [0.8, 1.8, 1.0], [-1.9, -4.0, -1.0], [-0.1, -0.2, -0.1], [-0.9, 1.3, 0.1], [1.2, -0.3, -0.2], [0.3, 0.3, -0.5], [0.8, 0.3, 0.2], [0.1, -0.7, -0.5], [-0.3, 0.1, 0.0], [-0.1, 0.2, -0.3], [0.5, -0.2, 0.1], [1.1, -0.6, 0.5], [-0.3, -0.3, 0.0], [-0.1, -0.2, -0.1], [-0.2, 0.3, 0.1], [-0.2, -0.5, -0.4], [0.1, 0.1, -0.2], [0.1, -0.5, 0.2], [0.1, -0.1, -0.2], [0.0, 0.1, 0.0], [-0.4, 0.4, 0.6], [0.1, -0.1, -0.2], [0.0, -0.1, 0.2], [0.0, 0.2, -0.1], [0.1, -0.2, -0.1], [0.0, 0.4, 0.1], [-0.1, 0.1, 0.0], [-0.2, -0.1, -0.1], [0.1, 0.1, 0.1], [0.2, -0.2, -0.1]], "mulliken_charge": [1.032, -0.461, -0.485, -1.174, 0.318, 0.383, -0.311, -0.858, 0.438, -0.421, 0.941, -0.794, 0.365, 0.128, -0.513, 0.310, 0.361, -0.538, 0.363, 0.125, 0.318, 0.282, -1.173, 1.038, -1.017, -1.104, -0.552, 0.358, 0.367, 0.272, 0.428, 0.224, 0.362, 0.337, 0.284, 0.363], "relative_energy_kcal_mol": 2.79, "homo_energy_ev": [-6.9, -9.4], "largest_force_ev_per_a": 4.5, "e_tot_ha": -1849.71357, "multiplicity": 5}

{"formula": "C11H15B3Cl20NO8P", "method": "ωB97M-V/def2-TZVPD", "species": ["C", "C", "O", "O", "C", "C", "C", "B", "O", "B", "C", "N", "O", "B", "P", "O", "O", "O", "O", "H", "H", "H", "H", "H", "H", "H", "H", "H", "H", "H", "H", "H", "H", "H", "C", "Cl", "Cl", "Cl", "Cl", "C", "Cl", "Cl", "Cl", "Cl", "C", "Cl", "Cl", "Cl", "Cl", "C", "Cl", "Cl", "Cl", "Cl", "C", "Cl", "Cl", "Cl", "Cl"], "xyz": [[1.4112, 2.6968, 0.6824], [2.3920, 3.5219, -0.1028], [3.1521, 4.3393, 0.3903], [2.3903, 3.2584, -1.4558], [1.3241, 3.9606, -2.1346], [0.2941, 3.0572, -2.7945], [0.8670, 1.8163, -3.4883], [0.3560, 0.4821, -2.8651], [1.0819, -0.7110, -2.9443], [1.4369, -1.0123, -1.6294], [2.9456, -1.0300, -1.2416], [3.3046, -1.9115, -0.1046], [0.3676, -1.1707, -0.7308], [-0.5507, -0.1638, -0.8796], [-1.5314, 0.5773, 0.6320], [-1.7071, 2.0302, 0.4785], [-2.9510, -0.1601, 0.7150], [-0.6634, 0.2487, 1.9409], [-0.8158, 0.3995, -2.0942], [1.8466, 2.5500, 1.6625], [1.2656, 1.7348, 0.2067], [0.4748, 3.2199, 0.8139], [0.7826, 4.5507, -1.3962], [1.7654, 4.6681, -2.8298], [-0.4634, 2.7946, -2.0622], [-0.2215, 3.6762, -3.5250], [1.9469, 1.8055, -3.3748], [0.6971, 1.8250, -4.5629], [3.1963, 0.0136, -1.0214], [3.5054, -1.2635, -2.1357], [4.3020, -2.0772, -0.1660], [3.2198, -1.3685, 0.7453], [-3.5593, 0.4388, 1.1662], [-0.5511, -0.7085, 2.0141], [-2.4308, -1.1239, 5.1680], [-2.7918, -1.1723, 6.8948], [-0.7217, -1.5111, 4.9156], [-3.4269, -2.3095, 4.3216], [-2.7697, 0.4949, 4.5487], [-3.4638, -4.8915, 1.2786], [-2.9669, -5.8229, -0.1322], [-2.2954, -5.1398, 2.5803], [-3.5258, -3.1802, 0.8538], [-5.0707, -5.4074, 1.8415], [-6.3717, -8.6167, -1.4687], [-7.0574, -10.1129, -0.8256], [-4.8522, -8.9758, -2.2985], [-7.5075, -7.8918, -2.6113], [-6.0591, -7.4878, -0.1476], [5.5649, 1.7996, -2.9528], [5.2040, 1.8733, -1.2300], [7.2161, 1.2164, -3.1812], [4.4236, 0.7006, -3.7351], [5.3989, 3.4046, -3.6674], [0.4394, 4.4119, 4.3872], [-0.0100, 4.1877, 6.0820], [2.1545, 4.0476, 4.1814], [-0.5269, 3.3327, 3.3755], [0.1357, 6.0856, 3.9136]], "forces_ev_per_angstrom": [[0.9, 0.1, 0.1], [1.1, 1.1, 0.6], [-1.2, -1.5, -1.0], [-0.2, 0.2, 0.0], [-0.4, 0.2, 0.3], [0.0, 0.1, -0.3], [-0.1, -0.1, 0.4], [-0.5, -0.6, -1.1], [0.5, 1.1, 0.6], [-0.1, -1.2, -0.6], [-0.5, -0.3, 0.7], [0.3, 0.3, -0.3], [0.7, 1.0, 0.5], [-1.3, -1.0, 0.0], [0.1, 0.8, -0.6], [0.1, 0.2, 0.3], [0.4, -0.4, 0.2], [-0.4, -0.3, -0.3], [0.8, 0.7, 0.4], [-0.1, -0.1, 0.3], [-0.2, -0.1, -0.1], [-0.3, 0.0, -0.2], [0.0, 0.3, 0.0], [0.3, -0.1, -0.2], [0.0, -0.2, 0.2], [-0.1, 0.2, -0.1], [0.2, -0.1, -0.1], [-0.1, 0.0, -0.2], [0.1, 0.3, -0.2], [0.2, -0.3, -0.1], [0.1, -0.2, 0.0], [-0.3, -0.1, 0.2], [-0.3, 0.0, 0.0], [0.2, -0.1, 0.3], [-0.1, 0.0, 0.0], [0.0, 0.0, 0.0], [0.0, 0.0, 0.0], [0.0, 0.1, 0.0], [0.0, 0.0, 0.0], [0.0, 0.0, 0.0], [-0.1, 0.0, 0.0], [0.0, 0.0, 0.0], [0.0, 0.0, 0.0], [0.2, 0.2, 0.1], [0.0, 0.0, 0.0], [0.0, 0.0, 0.0], [0.0, 0.0, 0.0], [0.0, 0.0, 0.0], [-0.1, -0.2, -0.2], [-0.1, 0.1, 0.0], [0.2, 0.1, 0.1], [0.0, 0.0, 0.0], [0.1, 0.0, -0.2], [0.0, 0.0, 0.0], [-0.1, 0.0, 0.0], [0.0, 0.0, 0.0], [0.0, 0.0, 0.0], [0.0, 0.0, 0.1], [0.0, 0.0, 0.0]], "mulliken_charge": [0.056, 0.023, -0.620, -0.056, -0.652, -0.520, 0.123, 0.297, -0.341, 0.129, -0.113, -0.702, -0.221, 0.288, 0.498, -0.650, -0.275, -0.279, -0.089, 0.394, -0.299, 0.278, 0.391, 0.392, 0.249, 0.351, -0.350, 0.436, 0.072, 0.317, 0.281, 0.245, 0.265, 0.244, 0.273, -0.098, -0.123, -0.021, -0.066, 0.301, -0.098, -0.084, -0.012, -0.124, 0.302, -0.103, -0.105, -0.101, 0.010, 0.307, -0.087, -0.108, -0.112, -0.096, 0.322, -0.115, -0.101, -0.011, -0.114], "homo_energy_ev": -9.7, "largest_force_ev_per_a": 2.1, "e_tot_ha": -10704.87504}